1.
ORCA calculation (ωB97M-V/def2-TZVPD) on 8 unconnected molecules or ions with the total composition C46H73N3O16 at a distorted geometry.

Summary:
**SMILES**: [H]/N=C(\C)Cc1cc(CN)c(N)c2c1C(=O)c1ccccc1C2=O.CCOC(C)=O.CCOC(C)=O.CCOC(C)=O.CCOC(C)=O.CCOC(C)=O.CCOC(C)=O.CCOC(C)=O
**Charge**: 0
**Total energy**: -86115.624 eV
**LUMO**: 0.20 eV

Last column: Mulliken charge in e.
Element x y z (Å)
1 H 0.93 -1.86 -0.55  0.267
2 N 0.09 -1.40 -0.18  -0.630
3 C 0.08 -1.48 1.09  1.009
4 C 1.26 -2.21 1.80  -1.454
5 C -1.13 -0.89 1.88  -1.335
6 C -2.44 -0.91 1.07  0.295
7 C -3.03 0.32 0.63  -1.025
8 C -4.25 0.40 -0.13  -0.138
9 C -4.73 1.83 -0.45  -0.718
10 N -5.85 1.99 -1.38  -0.719
11 C -4.88 -0.85 -0.46  0.720
12 N -6.11 -0.88 -1.19  -0.536
13 C -4.30 -2.08 -0.03  0.861
14 C -3.09 -2.14 0.74  1.101
15 C -2.57 -3.52 1.19  -0.025
16 O -1.41 -3.87 1.12  -0.540
17 C -3.70 -4.45 1.70  0.394
18 C -3.57 -5.26 2.86  -0.646
19 C -4.73 -6.02 3.22  -0.722
20 C -5.91 -5.99 2.44  -0.170
21 C -6.04 -5.18 1.27  -0.966
22 C -4.90 -4.40 0.92  0.615
23 C -4.95 -3.45 -0.30  -0.765
24 O -5.42 -3.79 -1.36  -0.561
25 H 2.17 -1.57 1.85  0.305
26 H 0.91 -2.51 2.81  0.347
27 H 1.44 -3.15 1.25  0.392
28 H -1.24 -1.35 2.89  0.404
29 H -0.89 0.19 2.07  0.413
30 H -2.54 1.27 0.94  0.384
31 H -5.03 2.34 0.50  0.349
32 H -3.90 2.46 -0.85  0.387
33 H -6.68 1.55 -1.01  0.342
34 H -5.66 1.62 -2.30  0.282
35 H -6.49 -1.82 -1.28  0.193
36 H -6.03 -0.43 -2.10  0.155
37 H -2.65 -5.25 3.45  0.448
38 H -4.68 -6.65 4.12  0.371
39 H -6.78 -6.60 2.76  0.398
40 H -6.95 -5.14 0.65  0.518
41 C -11.66 -5.83 4.52  -0.609
42 C -10.29 -5.36 4.07  -0.480
43 O -9.61 -6.39 3.34  -0.342
44 C -9.76 -6.60 2.02  0.735
45 C -10.91 -5.94 1.30  -1.020
46 O -9.03 -7.36 1.44  -0.563
47 H -12.30 -6.06 3.68  0.043
48 H -12.14 -5.06 5.12  0.314
49 H -11.57 -6.74 5.12  0.285
50 H -10.34 -4.44 3.49  0.358
51 H -9.67 -5.15 4.94  0.359
52 H -11.77 -6.62 1.31  0.216
53 H -10.61 -5.75 0.27  0.405
54 H -11.20 -4.98 1.72  0.344
55 C 2.07 2.97 -2.96  -0.992
56 C 1.74 3.83 -1.76  0.020
57 O 0.45 3.50 -1.22  -0.364
58 C 0.26 2.53 -0.32  0.458
59 C 1.34 1.52 -0.07  -0.623
60 O -0.80 2.40 0.23  -0.534
61 H 2.14 1.92 -2.68  0.226
62 H 3.02 3.27 -3.39  0.220
63 H 1.29 3.05 -3.72  0.396
64 H 2.51 3.79 -0.99  0.354
65 H 1.67 4.87 -2.08  0.040
66 H 1.17 0.68 -0.73  0.128
67 H 1.25 1.19 0.97  0.271
68 H 2.35 1.90 -0.19  0.371
69 C 7.53 1.76 -4.94  -0.987
70 C 7.00 2.90 -4.09  -0.403
71 O 5.73 2.57 -3.52  -0.322
72 C 5.59 1.91 -2.36  0.893
73 C 6.79 1.22 -1.76  -1.160
74 O 4.50 1.82 -1.85  -0.501
75 H 7.71 0.87 -4.33  0.246
76 H 8.47 2.05 -5.42  0.300
77 H 6.81 1.49 -5.71  0.361
78 H 7.71 3.22 -3.33  0.333
79 H 6.82 3.77 -4.73  0.328
80 H 6.83 0.19 -2.12  0.266
81 H 6.69 1.22 -0.68  0.338
82 H 7.74 1.71 -1.98  0.310
83 C 0.20 8.38 1.52  -0.956
84 C 1.57 8.85 1.07  -0.394
85 O 2.25 7.83 0.34  -0.358
86 C 2.11 7.63 -0.98  0.848
87 C 0.96 8.29 -1.70  -1.085
88 O 2.85 6.88 -1.56  -0.576
89 H -0.45 8.15 0.68  0.276
90 H -0.29 9.14 2.13  0.357
91 H 0.29 7.46 2.11  0.290
92 H 1.52 9.78 0.50  0.346
93 H 2.19 9.06 1.95  0.314
94 H 0.11 7.62 -1.71  0.254
95 H 1.27 8.49 -2.73  0.349
96 H 0.67 9.25 -1.28  0.371
97 C -15.76 -3.98 0.01  -1.053
98 C -15.03 -5.24 0.43  -0.414
99 O -14.32 -5.05 1.66  -0.337
100 C -14.87 -5.21 2.87  0.803
101 C -16.37 -5.30 3.00  -1.175
102 O -14.16 -5.21 3.85  -0.513
103 H -16.52 -3.70 0.74  0.273
104 H -16.24 -4.12 -0.96  0.378
105 H -15.06 -3.15 -0.06  0.314
106 H -15.69 -6.11 0.49  0.376
107 H -14.27 -5.48 -0.32  0.336
108 H -16.78 -4.31 3.16  0.288
109 H -16.60 -5.93 3.86  0.319
110 H -16.85 -5.76 2.14  0.376
111 C 13.23 2.44 -5.66  -0.997
112 C 12.69 3.57 -4.81  -0.380
113 O 11.42 3.23 -4.23  -0.409
114 C 11.29 2.57 -3.07  0.840
115 C 12.48 1.87 -2.48  -0.978
116 O 10.20 2.47 -2.56  -0.559
117 H 13.41 1.55 -5.07  0.262
118 H 14.16 2.74 -6.14  0.371
119 H 12.50 2.17 -6.43  0.304
120 H 13.39 3.89 -4.04  0.384
121 H 12.50 4.44 -5.44  0.345
122 H 12.51 0.84 -2.84  0.290
123 H 12.38 1.86 -1.40  0.106
124 H 13.43 2.36 -2.69  0.384
125 C 13.88 1.49 3.64  -0.995
126 C 12.98 1.33 2.42  -0.394
127 O 13.52 2.02 1.29  -0.354
128 C 14.42 1.49 0.44  0.900
129 C 15.15 0.23 0.84  -1.152
130 O 14.68 2.07 -0.58  -0.562
131 H 14.86 1.05 3.47  0.274
132 H 13.43 1.01 4.51  0.360
133 H 14.03 2.55 3.86  0.302
134 H 12.79 0.28 2.18  0.351
135 H 12.02 1.79 2.62  0.335
136 H 16.07 0.50 1.34  0.272
137 H 15.39 -0.32 -0.07  0.307
138 H 14.57 -0.44 1.47  0.370

2.
ORCA calculation (ωB97M-V/def2-TZVPD) on CH3N3O2Si in the gas phase at a distorted geometry.

Summary:
**SMILES**: N#C[Si@H](N)[N+](=O)[O-]
**Charge**: 0
**Total energy**: -17526.039 eV
**LUMO**: -0.63 eV
**Energy above the lowest of the compared OMol25 structures with the same formula, charge and spin**: 13.38 kcal/mol

Last column: natural (NBO) charge in e.
Element x y z (Å)
1 N -2.31 -2.84 -0.74  -0.259
2 C -1.96 -1.76 -0.71  -0.153
3 Si -0.79 -0.26 -0.33  1.534
4 N 0.14 0.05 1.05  -1.300
5 N -2.20 0.86 0.08  0.231
6 O -3.28 0.75 -0.48  -0.343
7 O -1.96 1.65 1.01  -0.419
8 H -0.16 0.36 -1.60  -0.146
9 H -0.10 0.93 1.42  0.438
10 H 0.83 -0.48 1.50  0.418